Molecular formula: C5H10O2
Method: DFT, ωB97M-V with the def2-TZVPD basis set

Each line ends with the natural charge from an NBO analysis.
Cartesian coordinates (Å):
C  -0.921  -1.037  1.341  -0.651
C  -1.668  0.192  0.902  -0.329
C  -1.819  0.631  -0.349  0.145
O  -1.297  0.125  -1.494  -0.710
H  0.035  -0.792  1.825  0.204
H  -0.702  -1.712  0.509  0.217
H  -1.511  -1.600  2.073  0.219
H  -2.160  0.777  1.676  0.206
H  -2.424  1.510  -0.563  0.176
H  -0.605  -0.537  -1.302  0.501
C  1.760  0.979  -0.529  -0.738
C  2.003  -0.464  -0.856  0.465
O  1.138  -1.256  -1.171  -0.555
H  2.563  1.605  -0.931  0.233
H  1.770  1.095  0.562  0.248
H  0.788  1.300  -0.911  0.254
H  3.051  -0.815  -0.782  0.116

- Spin multiplicity: 1
- HOMO: -8.4 eV
- Structure (SMILES): C/C=C\O.CC=O

Molecular formula: C4H15NO2
Method: DFT, ωB97M-V with the def2-TZVPD basis set

Each line ends with the natural charge from an NBO analysis.
Cartesian coordinates (Å):
C  -0.191  1.141  -1.204  -0.607
C  0.939  0.260  -0.601  -0.197
C  1.625  -0.641  -1.706  -0.620
C  0.668  -0.658  0.553  -0.204
N  0.272  0.126  1.734  -0.882
H  -0.397  1.821  -0.384  0.222
H  0.150  1.643  -2.120  0.206
H  -0.992  0.406  -1.423  0.208
H  1.821  0.901  -0.191  0.174
H  2.600  -0.814  -1.235  0.211
H  1.592  -0.063  -2.646  0.206
H  1.159  -1.653  -1.988  0.202
H  -0.163  -1.381  0.314  0.159
H  1.521  -1.274  0.778  0.177
H  0.708  1.029  1.848  0.373
H  0.118  -0.513  2.501  0.367
O  -3.244  2.554  -0.589  -0.925
H  -3.294  3.433  -0.193  0.464
H  -3.841  2.681  -1.337  0.463
O  -0.002  -3.221  2.697  -0.926
H  -0.522  -3.093  1.889  0.467
H  -0.527  -2.683  3.304  0.462

- Spin multiplicity: 1
- HOMO: -8.7 eV
- Structure (SMILES): CC(C)CN.O.O

Molecular formula: CHNO3
Method: DFT, ωB97M-V with the def2-TZVPD basis set

Each line ends with the natural charge from an NBO analysis.
Cartesian coordinates (Å):
O  -0.216  1.035  1.446  -0.424
C  -0.252  0.516  0.417  0.496
N  -1.299  0.891  -0.594  0.457
O  -2.373  0.395  -0.499  -0.344
O  -1.081  1.740  -1.392  -0.344
H  0.384  -0.474  0.133  0.159

- Spin multiplicity: 1
- HOMO: -11.4 eV
- Structure (SMILES): O=C[N+](=O)[O-]

Molecular formula: C26H61AlF7O6
Method: DFT, ωB97M-V with the def2-TZVPD basis set

Each line ends with the Mulliken charge.
Cartesian coordinates (Å):
C  0.926  2.655  -1.328  -0.739
C  1.017  4.012  -0.628  -0.687
C  0.226  5.144  -1.296  -1.130
C  -1.242  4.799  -1.656  1.561
C  -1.389  4.673  -3.194  -1.622
Al  -2.565  6.201  -1.025  -0.011
C  -4.164  5.399  0.070  0.610
F  -5.379  5.920  -0.319  -0.296
F  -4.039  5.769  1.410  -0.257
C  -4.345  3.882  0.176  0.734
F  -3.194  3.332  0.651  -0.272
F  -5.339  3.561  1.077  -0.387
C  -4.748  3.148  -1.120  0.307
F  -5.083  1.864  -0.823  -0.312
F  -5.808  3.715  -1.711  -0.267
F  -3.740  3.100  -2.000  -0.177
H  1.756  2.000  -1.076  0.419
H  0.026  2.149  -0.976  0.097
H  0.814  2.731  -2.404  0.173
H  0.648  3.911  0.391  0.264
H  2.062  4.323  -0.584  0.406
H  0.231  5.979  -0.593  0.389
H  0.762  5.483  -2.182  0.338
H  -1.440  3.809  -1.246  -0.180
H  -0.928  5.523  -3.691  0.432
H  -2.438  4.686  -3.492  0.418
H  -0.961  3.746  -3.573  -0.008
H  -1.797  7.230  -0.031  -0.446
H  -3.206  7.059  -2.236  -0.389
C  4.176  -0.973  1.308  -1.328
C  3.026  -0.498  0.434  0.652
C  1.711  -1.156  0.823  -1.213
O  3.317  -0.750  -0.941  -0.558
H  4.318  -2.053  1.195  0.157
H  5.106  -0.486  1.013  0.350
H  3.987  -0.758  2.362  0.373
H  2.923  0.584  0.519  0.310
H  1.780  -2.241  0.701  0.304
H  0.904  -0.798  0.184  0.252
H  1.452  -0.943  1.861  0.371
H  3.412  -1.701  -1.046  0.346
C  -2.778  2.375  3.889  -0.797
C  -3.358  3.359  4.891  0.358
C  -4.879  3.298  4.912  -1.041
O  -2.914  4.682  4.605  -0.576
H  -3.126  2.615  2.883  -0.089
H  -1.689  2.432  3.878  0.303
H  -3.074  1.348  4.115  0.386
H  -2.972  3.137  5.889  0.312
H  -5.279  3.562  3.930  0.135
H  -5.280  4.009  5.636  0.312
H  -5.233  2.298  5.170  0.362
H  -3.219  4.918  3.720  0.353
C  -8.407  -0.784  -2.509  -1.188
C  -9.008  0.504  -1.964  0.370
C  -9.022  1.604  -3.015  -1.206
O  -8.304  0.933  -0.804  -0.513
H  -7.369  -0.619  -2.811  0.271
H  -8.408  -1.560  -1.743  0.307
H  -8.963  -1.147  -3.376  0.373
H  -10.028  0.312  -1.627  0.310
H  -8.003  1.840  -3.331  0.280
H  -9.458  2.516  -2.607  0.307
H  -9.595  1.306  -3.895  0.386
H  -7.394  1.113  -1.064  0.299
C  7.407  -4.532  2.833  -1.378
C  6.008  -3.937  2.865  0.614
C  5.319  -4.184  4.197  -1.306
O  5.221  -4.466  1.795  -0.552
H  7.368  -5.616  2.965  0.247
H  7.880  -4.338  1.869  0.325
H  8.036  -4.113  3.619  0.393
H  6.064  -2.863  2.681  0.311
H  5.215  -5.258  4.377  0.320
H  4.320  -3.749  4.197  0.342
H  5.887  -3.752  5.023  0.369
H  5.149  -5.415  1.931  0.335
C  -0.021  -0.989  -4.761  -1.503
C  -0.700  0.002  -3.828  0.891
C  -2.207  -0.208  -3.774  -1.214
O  -0.400  1.339  -4.209  -0.448
H  -0.393  -0.865  -5.783  0.374
H  1.056  -0.820  -4.777  0.353
H  -0.209  -2.019  -4.451  0.383
H  -0.285  -0.105  -2.825  -0.025
H  -2.646  -0.058  -4.765  0.348
H  -2.667  0.512  -3.097  0.152
H  -2.455  -1.216  -3.437  0.395
H  -0.751  1.491  -5.093  0.277
C  8.787  -9.873  1.120  -1.406
C  8.210  -8.510  1.472  0.491
C  8.252  -7.556  0.289  -1.094
O  8.904  -7.949  2.588  -0.538
H  9.836  -9.775  0.825  0.357
H  8.746  -10.541  1.980  0.326
H  8.242  -10.333  0.295  0.372
H  7.178  -8.632  1.805  0.266
H  9.286  -7.386  -0.024  0.340
H  7.829  -6.589  0.560  0.170
H  7.698  -7.951  -0.564  0.373
H  9.821  -7.826  2.326  0.342

- Spin multiplicity: 1
- HOMO: -5.0 eV
- Charge: -1

One value per record, in order, for frontier orbital gap: 9.340; 9.515; 11.273; 6.629 eV.